(1)
Formula: C2H13N2O3
Source: the Open Molecules 2025 dataset
Level of theory: the ωB97M-V functional and the def2-TZVPD basis

Results
HOMO-LUMO gap (spin up / spin down) = 4.01 / 8.42 eV
spin multiplicity = 2
⟨S²⟩ = 0.753

The geometry in XYZ format:
```
20
Properties=species:S:1:pos:R:3:forces:R:3:lowdin_spin:R:1
C 3.43000 -0.51672 0.27593 -0.3 -0.2 1.7 0.022
N 0.09442 1.07933 0.91850 0.0 0.5 0.7 0.195
C 1.19324 0.48117 0.32191 -0.6 -0.2 -0.7 0.512
N 2.45594 0.36512 0.88251 -0.1 0.3 0.1 0.175
H 3.98004 -1.01593 1.08854 0.2 0.3 -0.2 0.002
H 2.88797 -1.35726 -0.17113 0.3 0.3 -0.7 0.008
H 4.15488 0.03195 -0.32655 -0.2 -0.4 -0.5 0.004
H 0.03678 1.38960 1.87292 0.4 -0.2 0.0 0.015
H -0.78516 1.14197 0.42006 0.4 -0.1 0.1 0.002
H 0.99070 0.03999 -0.63423 0.3 -0.2 -0.1 0.045
H 2.61368 0.71905 1.80466 0.1 -0.1 0.1 0.009
H -3.07168 0.71297 -0.16000 0.1 -0.1 0.3 0.000
H -2.23490 1.29795 -1.27676 0.1 0.2 0.0 0.000
O -2.40646 1.39438 -0.33278 -0.5 -0.1 -0.5 0.001
H -3.58753 -1.68097 1.24080 0.3 0.2 -0.4 0.000
H -4.78985 -0.80913 1.16260 0.0 0.2 -0.3 0.000
O -3.98285 -1.00877 0.66685 -0.4 -0.2 0.6 0.001
H 1.13972 -1.77743 -2.69480 -0.1 0.0 -0.1 0.000
H -0.36247 -1.47201 -2.90017 0.2 -0.1 0.0 0.000
O 0.39582 -1.28486 -2.33563 -0.2 0.0 -0.1 0.008
```
Forces are in eV/Å.

---

(2)
Formula: C2H13N2O3
Source: the Open Molecules 2025 dataset
Level of theory: the ωB97M-V functional and the def2-TZVPD basis

Results
charge = +1
HOMO-LUMO gap = 11.65 eV

The geometry in XYZ format:
```
20
Properties=species:S:1:pos:R:3:forces:R:3:mulliken_charge:R:1
C -0.21404 -1.57002 1.73570 0.6 -1.3 0.6 -0.980
N 1.28667 1.03764 -0.35510 -1.1 -1.6 0.1 -0.288
C 0.53836 0.02553 0.07150 0.5 1.0 -0.1 0.097
N 0.77084 -0.66637 1.14113 -0.8 -0.7 0.2 -0.123
H -0.12359 -2.59863 1.36208 -0.2 0.4 -0.5 0.369
H -1.24023 -1.22069 1.72066 0.1 0.2 -0.2 0.343
H 0.09558 -1.71814 2.76784 -0.2 0.4 0.2 0.340
H 2.23559 1.07694 -0.03020 0.2 0.7 -0.1 0.225
H 0.88225 1.47805 -1.18124 0.6 0.5 -0.2 0.354
H -0.34100 -0.21220 -0.51835 -0.1 0.1 0.2 0.429
H 1.51235 -0.44118 1.77715 0.4 0.4 -0.1 0.244
H -0.31886 0.59989 -2.77849 -0.2 -0.1 -0.4 0.395
H -1.11830 1.83931 -3.06523 -1.0 0.6 -0.6 0.299
O -0.35692 1.55141 -2.59724 1.2 -0.5 1.0 -0.684
H -1.69313 -1.43233 -3.23926 0.2 -0.8 0.0 0.308
H -0.08230 -1.74000 -3.15155 -0.8 -0.4 -0.2 0.319
O -0.79747 -1.09590 -3.21817 0.7 1.0 0.3 -0.655
H -1.10206 1.48066 3.17592 0.2 -0.1 0.0 0.310
H 0.21478 2.24227 3.31823 -0.3 -0.9 -0.2 0.308
O -0.14854 1.36378 3.06464 0.2 1.0 0.2 -0.609
```
Forces are in eV/Å.

---

(3)
Formula: C2H13N3P5
Source: the Open Molecules 2025 dataset
Level of theory: the ωB97M-V functional and the def2-TZVPD basis

Results
charge = +1
HOMO-LUMO gap = 8.63 eV

The geometry in XYZ format:
```
23
Properties=species:S:1:pos:R:3:forces:R:3:mulliken_charge:R:1
C -0.25951 -0.18946 0.00853 0.7 -0.8 -0.1 0.688
C -1.09888 -2.45613 -0.53572 1.5 -1.7 2.1 -1.067
N -0.01889 -1.47454 -0.19259 -4.0 -0.1 -0.9 -0.081
N 0.79125 0.61069 -0.08760 -1.8 4.7 1.0 -0.132
N -1.45886 0.29799 0.31566 -2.4 -2.4 -0.4 -0.287
P -3.90307 1.21589 -0.46435 -1.0 -1.6 0.1 -0.116
P 3.13070 0.95281 -1.92305 -0.7 1.6 0.5 -0.117
P 2.95169 1.50957 1.65970 -0.3 0.1 -0.8 -0.118
P -2.00903 1.93613 0.16002 0.3 0.9 3.8 -0.104
P 2.42286 0.17177 0.01476 1.4 -1.1 -0.9 -0.119
H -1.37870 -2.86736 0.44724 -0.8 0.4 -0.2 0.414
H -1.97265 -2.05224 -1.06096 0.7 -0.1 -0.2 0.349
H -0.64922 -3.42593 -0.91912 -0.4 1.7 -0.5 0.329
H 0.91348 -1.71782 -0.20892 2.3 -0.9 -0.3 0.102
H 0.53587 1.65245 0.17119 0.6 -2.6 -0.8 0.237
H -2.27646 -0.42956 0.32446 2.3 1.5 0.2 0.357
H -3.38576 0.73755 -1.69490 0.1 0.0 0.0 0.100
H -4.29563 2.35583 -1.05260 -0.7 1.6 -0.6 0.097
H 4.31555 0.29369 -2.04733 0.9 -1.0 0.1 0.087
H 3.79394 2.02949 -1.24851 -0.2 0.0 -0.5 0.076
H 2.01008 0.60374 2.21681 0.5 0.0 0.9 0.093
H 4.07286 0.66516 1.63890 0.3 -0.1 0.8 0.119
H -2.49628 2.07843 2.04144 0.8 -0.1 -3.4 0.093
```
Forces are in eV/Å.

---

Values for energy relative to the best compared isomer or geometry (same formula, charge and spin), kcal per mole, ordered as above
0.0, 11.8, 37.8